(1)
DFT (ωB97M-V/def2-TZVPD) results for a molecular structure, C32H34As2N3O12Ru.

The calculation puts the molecular weight at 903.547 g/mol. As for the HOMO-LUMO gap (spin up / spin down): 7.1452 / 5.9667 eV. Its spin multiplicity is 6. The charge is 0.

Geometry (Å):
O 3.01 0.90 -2.55
C 1.80 2.15 -0.95
C -4.00 -0.48 -2.22
H 1.96 4.32 -3.80
O -3.95 -1.28 -3.11
H -0.81 -7.13 -3.70
C -0.52 -3.84 -1.71
H -0.09 0.08 -3.75
C -0.53 3.75 -3.40
C 0.36 -4.89 -1.45
C 1.78 -2.11 2.34
O -0.51 4.90 -3.79
H 1.12 -4.77 -0.69
H -4.61 -0.35 0.95
O -6.50 0.49 -2.40
H -3.67 0.89 0.11
C 2.04 0.90 -1.79
H -8.07 0.54 -4.61
O -3.69 5.41 -0.68
O -2.95 3.41 -0.09
Ru -0.68 0.10 -0.40
H -2.37 -5.27 -4.15
H -4.20 3.35 -6.01
H 3.63 3.09 -1.51
C 1.64 3.38 -4.25
O 0.47 2.88 -3.57
H -8.42 2.24 -5.03
C -1.13 0.35 -3.92
H -1.59 2.60 3.24
H -2.72 6.36 -2.28
C 0.85 -1.04 1.84
C -4.60 1.83 -2.98
H -0.63 3.34 0.86
C -0.73 -6.21 -3.14
O -1.21 1.04 1.41
C 0.25 -6.07 -2.16
C 1.15 4.44 0.37
N 0.28 -2.52 0.14
H 1.20 0.22 3.51
C -3.12 4.24 -0.96
H -2.78 4.25 -5.43
As -4.36 3.71 -3.54
C -1.50 -3.98 -2.68
C -8.02 1.58 -4.27
C -1.66 3.15 -2.71
H -3.50 7.40 -1.05
C 0.63 0.12 2.60
N 0.20 -1.25 0.70
O 1.18 -0.03 -1.64
C -0.42 1.01 2.42
C -1.60 -5.17 -3.39
H -5.42 0.71 -0.23
O -1.11 -1.55 -1.41
H -0.84 1.55 4.46
O -6.66 1.97 -4.08
C -2.80 3.93 -2.36
C -3.43 3.40 -5.23
H -1.74 -0.55 -4.02
H 2.39 2.61 -4.12
H 0.85 5.34 0.89
H 3.06 5.21 -0.28
H -1.24 0.99 -4.80
H -2.86 2.48 -5.23
C -0.70 2.03 3.49
As -1.76 1.27 -2.33
C -0.42 -2.57 -0.94
C -3.69 0.98 -2.51
H -2.19 -3.16 -2.87
C 2.71 3.21 -0.96
N 0.65 2.21 -0.28
H -4.50 6.52 -2.23
C -3.59 6.48 -1.63
H 1.24 -3.04 2.49
C 0.33 3.34 0.35
H 0.15 2.71 3.58
H 2.25 -1.79 3.27
C -6.01 1.33 -3.10
C 2.38 4.37 -0.29
H -8.58 1.68 -3.34
C -4.50 0.18 0.02
H 1.41 3.54 -5.30
O -4.24 -0.83 -0.97
H 0.94 -6.88 -1.96
H 2.54 -2.31 1.58

Here are the Löwdin charges for atoms 1 to 5, given in e: 0.036, -0.190, -0.576, 0.096, 0.130



(2)
DFT (ωB97M-V/def2-TZVPD) results for a molecular structure, C32H34AsIN3ORhSi.

The calculation puts the molecular weight at 809.462 g/mol. As for the HOMO-LUMO gap (spin up / spin down): 6.7479 / 5.1470 eV. Its spin multiplicity is 5. The charge is +2.

Geometry (Å):
H -2.74 1.54 0.39
C 2.41 -0.73 -2.07
C -2.47 -2.44 2.30
As -0.14 -0.60 2.43
H -1.82 -3.25 2.00
C 1.03 -3.29 2.11
H 1.17 1.98 -2.31
Si 0.29 2.89 0.41
H -0.17 -0.54 7.41
C 4.57 4.23 1.35
H 2.85 2.69 -1.12
C 0.33 1.40 6.65
H 3.76 4.93 3.21
C -0.15 -0.52 5.27
C -1.47 3.50 -3.77
C -0.01 0.06 6.53
C -2.11 4.01 -2.65
C -4.71 -1.69 2.81
C 0.07 0.27 4.15
H -2.49 0.82 3.25
H 5.57 4.59 1.57
H -5.77 -1.90 2.90
C 1.17 -2.00 2.59
C -4.22 -0.42 3.10
C 0.41 1.61 4.26
O 1.91 0.29 0.05
H 1.48 4.18 2.69
H 4.32 -2.22 3.84
H -2.67 -0.06 -1.92
H 1.95 -5.21 1.89
Rh -0.25 0.51 0.03
C 0.54 2.18 5.52
H 1.66 -0.19 -2.62
C 2.37 -1.60 3.20
H -0.41 -1.56 5.19
C -2.86 -0.17 2.99
C 4.31 3.61 0.13
H 4.46 -1.39 -0.69
H -3.75 1.14 -1.56
H 0.81 3.22 5.62
C 3.04 3.16 -0.16
C 2.00 3.33 0.77
H 4.00 -0.67 0.83
C -1.59 3.76 -1.39
H 5.11 3.49 -0.60
H -2.10 4.16 -0.52
C 3.25 -3.82 2.87
H 0.58 2.20 3.38
C -0.38 3.05 -1.25
C 2.28 3.97 1.99
H -3.01 4.60 -2.76
H -4.90 0.36 3.42
H -1.89 3.68 -4.76
H 4.06 -4.53 2.99
C 2.66 -0.41 -0.67
I -0.57 -1.93 -0.91
H 2.48 -0.60 3.60
H 0.44 1.84 7.64
H -4.21 -3.69 2.19
H 2.99 -1.48 -2.58
C 0.25 2.53 -2.40
C -1.98 -1.18 2.59
C 2.07 -4.20 2.26
C -3.84 -2.70 2.41
H 0.19 2.36 -4.54
C 3.56 4.42 2.28
N 3.79 -0.87 -0.14
N -2.40 0.72 -0.11
C 3.40 -2.52 3.34
N -2.77 0.86 -1.50
H 0.13 -3.61 1.61
H -2.85 -0.09 0.32
C -0.30 2.75 -3.65
H -0.64 3.35 1.45

Here are the Löwdin charges for atoms 1 to 5, given in e: 0.097, 0.120, -0.118, 1.310, 0.073



(3)
DFT (ωB97M-V/def2-TZVPD) results for a molecular structure, C32H34BClF2GeIN5O4RuS.

The calculation puts the molecular weight at 969.567 g/mol. As for the HOMO-LUMO gap (spin up / spin down): 7.4033 / 6.5267 eV. Its spin multiplicity is 2. The charge is -1.

Geometry (Å):
H -1.50 -0.10 -3.83
C -7.09 -2.00 2.89
C -4.13 -2.35 -4.01
C -4.78 -2.14 1.30
C 5.42 -1.93 -0.35
C 1.22 -0.27 -2.98
C 1.21 3.58 -0.84
H 2.16 3.28 -0.42
H 2.06 -0.93 -2.77
H -1.13 -3.96 -1.33
C -2.56 -4.09 0.27
C 3.79 -3.62 0.15
C 0.07 2.73 -0.63
C -3.59 -2.64 -2.76
C 0.77 2.54 3.74
C 4.44 -0.98 -0.40
I 0.42 6.03 0.91
O -0.42 -2.25 -2.55
N -1.12 3.17 -1.10
H -1.94 2.66 -0.77
H -1.10 1.22 -2.67
C -5.39 -0.55 -3.03
C -5.02 -1.29 -4.15
H 0.96 -0.31 -4.04
C -1.91 -0.93 0.83
N 0.60 -0.21 2.15
O 0.19 1.63 -0.05
C 2.75 -2.65 0.12
N 1.11 2.91 2.51
H 3.53 -4.65 0.37
O 2.22 -0.33 -0.25
H -1.37 -7.78 0.60
N 0.71 3.50 4.70
H 1.09 3.89 2.23
H -3.10 -6.89 2.13
H -3.89 -0.92 2.82
C -7.11 -2.71 1.70
N 0.53 1.28 4.11
Ge -3.18 -2.22 0.15
C -5.96 -2.78 0.91
B -2.30 0.51 0.86
C 3.06 -1.28 -0.17
C -3.93 -1.90 -1.64
H -6.09 0.27 -3.13
C 5.08 -3.27 -0.07
H 1.47 0.74 -2.66
H -5.44 -1.06 -5.12
H 1.39 -4.24 0.59
C -1.58 -4.60 -0.58
H -8.01 -3.22 1.38
H 1.01 2.24 1.76
O 0.36 -2.57 0.42
H -0.40 -6.30 -1.14
H 4.69 0.06 -0.60
H -3.86 -4.56 1.91
H -5.99 -3.33 -0.02
Cl 6.35 -4.47 -0.03
H 1.17 4.39 -1.55
C -4.79 -1.43 2.50
C -1.16 -5.92 -0.47
H -7.98 -1.94 3.50
H 0.63 4.46 4.40
C -1.41 0.18 -2.78
H 6.45 -1.67 -0.53
S -0.18 -0.88 -2.04
C -5.93 -1.36 3.29
H 0.26 3.23 5.55
H -1.65 -1.30 1.83
C -3.10 -4.93 1.24
H -1.22 4.17 -1.16
H -5.14 -0.26 -0.93
F -2.06 1.37 1.88
H -5.91 -0.79 4.22
H -2.89 -3.46 -2.68
C -1.70 -6.75 0.51
C -2.67 -6.25 1.37
C -4.85 -0.85 -1.79
H -3.85 -2.94 -4.87
C 0.56 0.46 3.09
H -2.35 0.02 -2.27
C 1.44 -3.16 0.38
Ru 0.16 -0.57 0.10
F -2.97 1.13 -0.16

Here are the Löwdin charges for atoms 1 to 5, given in e: 0.070, -0.109, -0.092, -0.269, -0.106